Entry 1:
C4H7NO2S3 | wB97M-V/def2-TZVPD

Geometry as ORCA input:
```
! RIJCOSX wB97M-V def2-TZVPD def2/J DEFGRID3
* xyz 0 1
C 1.239 2.000 0.351
C 1.648 0.411 -1.463
C 2.036 -0.821 -0.596
C -2.823 -0.510 1.494
N 1.707 1.607 -0.655
O -0.509 -1.129 0.138
O 0.753 2.479 1.310
S -2.547 0.082 -1.441
S 0.993 -1.124 0.810
S -1.685 0.274 0.258
H 2.340 0.552 -2.326
H 0.624 0.350 -1.752
H 2.351 -1.619 -1.298
H 2.885 -0.562 -0.076
H -2.375 -1.052 2.421
H -3.343 0.363 1.923
H -3.291 -1.300 0.901
*
```

Summary:
Frontier orbital gap ... 8.440 eV
ΔE to the lowest compared entry with this formula, charge and spin ... 28.57 kcal/mol

Atom charges from the natural (NBO) analysis, given in e for atoms 1 to 4:
1 C 0.854
2 C -0.214
3 C -0.593
4 C -0.791

---

Entry 2:
C4H7NO3 | wB97M-V/def2-TZVPD

Geometry as ORCA input:
```
! RIJCOSX wB97M-V def2-TZVPD def2/J DEFGRID3
* xyz -2 1
N 0.898 -1.352 0.318
C 0.294 -0.009 0.548
C 1.423 1.060 0.566
O 1.910 1.427 -0.656
C -0.772 0.331 -0.489
C -2.005 -0.601 -0.583
O -1.864 -1.825 -0.305
O -3.025 -0.091 -1.117
H 0.103 -1.952 0.086
H 1.391 -1.262 -0.566
H -0.177 -0.046 1.547
H 1.032 1.941 1.174
H 2.223 0.621 1.218
H -1.169 1.340 -0.288
H -0.262 0.418 -1.454
*
```

Summary:
SMILES string ... N[C@@H](C[O-])CC(=O)[O-]
Frontier orbital gap ... 6.398 eV
ΔE to the lowest compared entry with this formula, charge and spin ... 8.78 kcal/mol

Atom charges from the natural (NBO) analysis, given in e for atoms 1 to 4:
1 N -0.893
2 C -0.070
3 C -0.016
4 O -0.992

---

Entry 3:
C4H7NO3 | wB97M-V/def2-TZVPD

Geometry as ORCA input:
```
! RIJCOSX wB97M-V def2-TZVPD def2/J DEFGRID3
* xyz 0 1
C -1.338 0.491 0.743
C -0.332 0.498 -0.367
O -0.871 0.294 -1.655
N 0.658 1.562 -0.296
C 1.282 0.267 -0.336
O 1.789 -0.330 0.791
C 0.879 -1.547 0.731
O 0.772 -2.357 -0.155
H -0.869 0.676 1.712
H -2.080 1.276 0.566
H -1.886 -0.455 0.763
H -1.041 -0.654 -1.788
H 0.705 2.027 -1.201
H 1.673 -0.062 -1.299
H 0.658 -1.685 1.792
*
```

Summary:
SMILES string ... C[C@@]1(O)N[C@H]1OC=O
Frontier orbital gap ... 9.834 eV
ΔE to the lowest compared entry with this formula, charge and spin ... 90.49 kcal/mol

Atom charges from the natural (NBO) analysis, given in e for atoms 1 to 4:
1 C -0.654
2 C 0.315
3 O -0.726
4 N -0.609

---

Entry 4:
C4H7NO3 | wB97M-V/def2-TZVPD

Geometry as ORCA input:
```
! RIJCOSX wB97M-V def2-TZVPD def2/J DEFGRID3
* xyz 0 1
C 1.666 2.038 2.151
N 0.438 1.563 2.474
C 0.382 0.296 -0.387
C -0.162 -0.489 -1.497
C -1.175 -1.493 -1.458
O -1.930 -1.789 -0.295
O -1.597 -2.151 -2.432
O 2.435 1.918 1.102
H 2.159 2.690 2.925
H -0.086 1.954 3.331
H 0.117 1.369 -0.452
H 1.467 0.233 -0.302
H -0.105 -0.106 0.510
H 0.289 -0.340 -2.548
H -2.444 -2.681 -0.649
*
```

Summary:
Frontier orbital gap ... 3.343 eV
ΔE to the lowest compared entry with this formula, charge and spin ... 178.11 kcal/mol

Atom charges from the natural (NBO) analysis, given in e for atoms 1 to 4:
1 C 0.421
2 N -0.808
3 C -0.742
4 C 0.120

---

Entry 5:
C4H7NO3 | wB97M-V/def2-TZVPD

Geometry as ORCA input:
```
! RIJCOSX wB97M-V def2-TZVPD def2/J DEFGRID3
* xyz 0 1
C 1.809 1.909 0.057
N 1.434 0.524 0.032
C 0.288 0.140 0.361
O -0.715 0.950 0.785
C 0.029 -1.356 0.316
O -0.698 -1.812 -0.841
C -1.945 -1.443 -0.996
O -2.573 -0.728 -0.261
H 2.406 2.095 0.963
H 2.423 2.098 -0.815
H 0.946 2.590 0.065
H -1.573 0.464 0.789
H 1.001 -1.849 0.230
H -0.490 -1.689 1.226
H -2.342 -1.894 -1.910
*
```

Summary:
SMILES string ... C/N=C(\O)COC=O
Frontier orbital gap ... 10.631 eV
ΔE to the lowest compared entry with this formula, charge and spin ... 37.02 kcal/mol

Atom charges from the natural (NBO) analysis, given in e for atoms 1 to 4:
1 C -0.445
2 N -0.466
3 C 0.512
4 O -0.703

---

Entry 6:
C4H7NO3 | wB97M-V/def2-TZVPD

Geometry as ORCA input:
```
! RIJCOSX wB97M-V def2-TZVPD def2/J DEFGRID3
* xyz 0 1
C 1.054 -0.268 1.383
C -0.084 -0.715 0.458
N -1.327 0.020 0.535
C -1.409 1.374 0.616
O -0.463 2.115 0.736
C 0.401 -0.692 -1.006
O -0.066 -0.014 -1.872
O 1.529 -1.417 -1.129
H 0.703 0.428 2.142
H 1.834 0.258 0.843
H 1.465 -1.149 1.876
H -0.363 -1.754 0.607
H -2.161 -0.517 0.697
H -2.440 1.757 0.546
H 1.786 -1.440 -2.068
*
```

Summary:
SMILES string ... C[C@@H](NC=O)C(=O)O
Frontier orbital gap ... 10.536 eV
ΔE to the lowest compared entry with this formula, charge and spin ... 17.11 kcal/mol

Atom charges from the natural (NBO) analysis, given in e for atoms 1 to 4:
1 C -0.613
2 C -0.152
3 N -0.612
4 C 0.538

---

| no. | F_max (eV Å⁻¹) |
| --- | --- |
| 1 | 2.754 |
| 2 | 1.467 |
| 3 | 3.701 |
| 4 | 6.267 |
| 5 | 0.734 |
| 6 | 1.251 |